Entry 1:
Here is the molecule C18H15Cl2N3OS from OMol25. Energies are from wB97M-V/def2-TZVPD.

XYZ file:
```
40
C18H15Cl2N3OS | OMol25 | wB97M-V/def2-TZVPD
C -0.310 -4.256 0.213
C -0.395 -2.786 0.406
C 0.550 -1.950 1.033
C 0.021 -0.684 0.932
N 0.514 0.537 1.369
C 1.670 0.687 2.083
O 2.300 -0.230 2.550
C 2.140 2.125 2.144
S 3.504 2.305 0.918
C 2.843 1.255 -0.370
C 3.254 -0.067 -0.427
C 2.694 -0.920 -1.366
Cl 3.169 -2.571 -1.405
C 1.742 -0.457 -2.264
C 1.355 0.869 -2.224
C 1.900 1.726 -1.278
Cl 1.374 3.372 -1.217
N -1.172 -0.797 0.278
C -2.139 0.176 -0.013
C -1.798 1.434 -0.500
C -2.790 2.362 -0.761
C -4.122 2.042 -0.560
C -4.463 0.776 -0.110
C -3.480 -0.154 0.165
N -1.421 -2.084 -0.027
H -1.193 -4.606 -0.313
H 0.578 -4.507 -0.364
H -0.241 -4.758 1.177
H 1.471 -2.227 1.499
H -0.026 1.354 1.120
H 1.362 2.851 1.915
H 2.602 2.342 3.105
H 3.983 -0.427 0.282
H 1.306 -1.129 -2.985
H 0.621 1.240 -2.922
H -0.771 1.679 -0.722
H -2.517 3.337 -1.136
H -4.890 2.771 -0.766
H -5.501 0.515 0.032
H -3.725 -1.146 0.510
```

The HOMO energy is -8.5 eV. The calculation puts the frontier orbital gap at 8.9 eV. Its structure (SMILES) is Cc1cc(NC(=O)CSc2cc(Cl)ccc2Cl)n(-c2ccccc2)n1. The calculation puts the total energy at -2253.03036 a.u. The LUMO energy comes out at 0.3400 eV.

Löwdin atomic charge list, values in e, 6 entries: -0.03 -0.34 0.03 -0.21 0.17 -0.55



Entry 2:
Here is a structure of composition C18H15Cl5N2NiO2S in a non-equilibrium geometry from OMol25. Energies are from wB97M-V/def2-TZVPD.

XYZ file:
```
44
C18H15Cl5N2NiO2S | OMol25 | wB97M-V/def2-TZVPD
Ni 1.199 0.595 -1.270
C 2.272 -2.932 2.905
C 1.244 -3.442 1.898
N 0.098 -2.569 1.780
C -1.047 -2.799 2.642
C -1.076 -1.847 3.833
C 0.090 -1.493 0.988
S 1.531 -1.173 0.075
N -1.025 -0.786 0.997
C -1.274 0.338 0.342
O -0.471 1.006 -0.354
C -2.642 0.877 0.532
C -3.536 0.302 1.431
C -4.776 0.879 1.623
C -5.131 2.022 0.923
C -4.250 2.583 0.012
C -3.009 2.014 -0.185
H 3.129 -3.599 2.919
H 1.852 -2.891 3.906
H 2.607 -1.939 2.621
H 0.879 -4.427 2.201
H 1.714 -3.531 0.916
H -1.010 -3.834 2.985
H -1.946 -2.652 2.039
H -0.216 -1.998 4.479
H -1.979 -2.012 4.414
H -1.068 -0.819 3.483
H -3.240 -0.581 1.971
H -5.472 0.440 2.324
H -6.097 2.476 1.087
H -4.533 3.466 -0.540
H -2.307 2.436 -0.886
Cl 5.335 4.074 -5.642
C 4.201 3.013 -4.915
C 3.961 3.075 -3.545
Cl 4.774 4.224 -2.567
C 3.050 2.203 -2.976
Cl 2.705 2.248 -1.292
C 2.332 1.234 -3.722
O 1.511 0.429 -3.162
C 2.589 1.214 -5.119
Cl 1.733 0.081 -6.080
C 3.506 2.081 -5.692
Cl 3.792 2.015 -7.381
```

The HOMO energy (spin up / spin down) is -8.3 / -8.3 eV. The calculation puts the frontier orbital gap (spin up / spin down) at 8.1 / 7.7 eV. Its multiplicity is 3. The calculation puts the total energy at -5162.42490 a.u. The LUMO energy (spin up / spin down) comes out at -0.1651 / -0.6495 eV.

Löwdin atomic charge list, values in e, 6 entries: 0.33 -0.08 -0.25 -0.13 -0.20 -0.07



Entry 3:
Here is the molecule C18H15FN6O3S in a non-equilibrium geometry from OMol25. Energies are from wB97M-V/def2-TZVPD.

XYZ file:
```
44
C18H15FN6O3S | OMol25 | wB97M-V/def2-TZVPD
N 2.822 1.902 -5.295
C 1.899 1.356 -5.689
C 0.715 0.686 -6.164
C -0.471 0.927 -5.212
N -0.243 0.303 -3.941
C 0.318 0.835 -2.843
C 0.388 -0.174 -1.894
C 0.818 -0.053 -0.529
N 1.406 1.003 -0.135
N 1.904 1.180 1.065
C 1.323 1.619 2.089
N 2.011 1.909 3.249
C 1.346 2.409 4.320
O 1.846 2.673 5.383
C -0.139 2.580 4.013
C -0.978 1.808 5.028
C -2.458 2.106 4.929
O -3.327 1.292 5.070
O -2.706 3.398 4.690
S -0.410 2.007 2.305
C -0.161 -1.312 -2.552
C -0.321 -2.671 -2.052
C -1.434 -3.418 -2.435
C -1.608 -4.709 -1.978
C -0.652 -5.251 -1.136
F -0.817 -6.511 -0.682
C 0.472 -4.541 -0.755
C 0.635 -3.250 -1.220
N -0.533 -0.987 -3.780
H 0.915 -0.387 -6.229
H 0.474 1.062 -7.162
H -1.370 0.483 -5.645
H -0.625 1.999 -5.061
H 0.622 1.859 -2.784
H 0.598 -0.888 0.141
H 3.008 1.745 3.284
H -0.396 3.642 4.061
H -0.644 2.096 6.029
H -0.839 0.731 4.914
H -3.662 3.556 4.649
H -2.160 -2.969 -3.094
H -2.467 -5.297 -2.262
H 1.205 -5.003 -0.112
H 1.526 -2.699 -0.958
```

The HOMO energy is -8.5 eV. The calculation puts the frontier orbital gap at 9.0 eV. Its structure (SMILES) is N#CCCn1cc(/C=N/N=C2/NC(=O)[C@H](CC(=O)O)S2)c(-c2ccc(F)cc2)n1. The calculation puts the total energy at -1747.24069 a.u. The LUMO energy comes out at 0.4081 eV.

Löwdin atomic charge list, values in e, 6 entries: 0.16 -0.25 -0.15 -0.13 -0.16 0.01